{
  "formula": "C15H35Cl4NO5",
  "method": "ωB97M-V/def2-TZVPD",
  "symbols": ["N", "C", "C", "C", "C", "H", "H", "H", "H", "H", "C", "Cl", "Cl", "Cl", "Cl", "C", "C", "O", "H", "H", "H", "H", "H", "H", "C", "C", "O", "H", "H", "H", "H", "H", "H", "C", "C", "O", "H", "H", "H", "H", "H", "H", "C", "C", "O", "H", "H", "H", "H", "H", "H", "C", "C", "O", "H", "H", "H", "H", "H", "H"],
  "xyz": [[3.143, 0.862, -2.164], [2.512, 1.616, -1.220], [2.805, 2.933, -1.462], [3.670, 2.967, -2.587], [3.863, 1.680, -2.994], [3.160, -0.141, -2.179], [1.919, 1.173, -0.438], [2.417, 3.766, -0.900], [4.100, 3.840, -3.050], [4.457, 1.298, -3.805], [-0.670, -1.241, -2.162], [-0.026, -2.387, -3.347], [-0.537, 0.386, -2.804], [-2.362, -1.622, -1.829], [0.247, -1.399, -0.659], [-1.663, 2.798, 1.159], [-1.707, 1.329, 0.804], [-1.818, 0.592, 2.004], [-2.554, 3.090, 1.713], [-1.586, 3.400, 0.255], [-0.792, 3.001, 1.787], [-0.804, 1.053, 0.245], [-2.561, 1.120, 0.142], [-1.927, -0.346, 1.807], [1.058, 0.979, 3.663], [1.542, 0.752, 2.258], [2.929, 0.408, 2.211], [1.726, 1.653, 4.193], [0.974, 0.028, 4.197], [0.042, 1.384, 3.638], [1.426, 1.651, 1.651], [0.940, -0.028, 1.778], [3.004, -0.522, 2.439], [-0.325, 5.276, -2.421], [-0.356, 3.957, -3.176], [0.736, 3.818, -4.068], [0.653, 5.389, -1.940], [-1.063, 5.319, -1.617], [-0.470, 6.130, -3.081], [-1.249, 3.932, -3.799], [-0.350, 3.145, -2.441], [1.528, 3.596, -3.562], [-0.024, -5.566, -0.385], [-1.496, -5.702, -0.044], [-2.215, -4.483, -0.277], [0.578, -6.366, 0.052], [0.379, -4.627, 0.003], [0.134, -5.573, -1.464], [-1.661, -5.972, 0.998], [-1.940, -6.499, -0.648], [-2.448, -4.455, -1.209], [-2.208, -3.563, 3.486], [-1.522, -2.571, 2.567], [-2.354, -2.235, 1.438], [-1.630, -3.711, 4.400], [-2.326, -4.528, 2.989], [-3.199, -3.191, 3.741], [-0.578, -2.985, 2.194], [-1.315, -1.652, 3.117], [-2.209, -2.956, 0.804]],
  "charge": 0,
  "homo_energy_ha": -0.3097,
  "e_above_lowest_kj_mol": 0.0,
  "orbital_gap_ev": 8.50,
  "smiles": "ClC(Cl)(Cl)Cl.c1cc[nH]c1.CCO.CCO.CCO.CCO.CCO"
}

{
  "formula": "C15H35F2N6O10S2V",
  "method": "ωB97M-V/def2-TZVPD",
  "symbols": ["O", "V", "N", "S", "O", "O", "F", "S", "O", "O", "F", "C", "O", "N", "C", "C", "H", "H", "H", "H", "H", "H", "H", "C", "O", "N", "C", "C", "H", "H", "H", "H", "H", "H", "H", "C", "O", "N", "C", "C", "H", "H", "H", "H", "H", "H", "H", "C", "O", "N", "C", "C", "H", "H", "H", "H", "H", "H", "H", "C", "O", "N", "C", "C", "H", "H", "H", "H", "H", "H", "H"],
  "xyz": [[-19.909, -11.620, 11.102], [-21.170, -12.229, 11.793], [-22.449, -10.609, 11.829], [-24.094, -10.496, 11.201], [-24.215, -10.333, 9.729], [-25.216, -10.188, 12.033], [-24.279, -12.065, 11.403], [-22.555, -9.199, 12.379], [-22.898, -9.140, 13.762], [-23.076, -8.152, 11.544], [-20.973, -8.851, 12.305], [-17.488, -8.327, 11.753], [-18.289, -9.293, 11.653], [-16.881, -7.581, 10.798], [-16.996, -7.854, 9.316], [-15.990, -6.427, 11.052], [-17.232, -7.985, 12.767], [-17.920, -8.354, 9.026], [-16.233, -8.571, 9.013], [-16.886, -6.956, 8.709], [-15.033, -6.508, 10.536], [-16.497, -5.501, 10.781], [-15.753, -6.255, 12.102], [-20.127, -11.473, 14.974], [-20.450, -11.899, 13.877], [-19.008, -10.870, 15.265], [-18.618, -10.746, 16.681], [-18.007, -10.443, 14.338], [-20.727, -11.649, 15.880], [-17.551, -10.925, 16.812], [-19.068, -11.396, 17.431], [-18.582, -9.671, 16.859], [-17.076, -10.489, 14.904], [-17.826, -11.131, 13.512], [-18.262, -9.474, 13.909], [-22.454, -14.187, 9.502], [-22.174, -13.163, 10.137], [-22.628, -14.256, 8.165], [-22.855, -13.095, 7.365], [-22.671, -15.518, 7.384], [-22.539, -15.181, 9.967], [-23.600, -13.205, 6.577], [-21.935, -12.688, 6.946], [-23.059, -12.163, 7.892], [-23.374, -15.592, 6.554], [-21.795, -15.751, 6.780], [-22.996, -16.326, 8.040], [-23.483, -13.542, 13.862], [-22.682, -13.626, 12.927], [-23.464, -14.434, 14.829], [-22.523, -15.512, 14.972], [-24.482, -14.267, 15.912], [-24.168, -12.693, 14.013], [-23.096, -16.415, 14.762], [-22.124, -15.594, 15.984], [-21.706, -15.424, 14.255], [-24.912, -15.185, 16.314], [-23.987, -14.031, 16.854], [-25.323, -13.594, 15.746], [-19.396, -15.109, 11.618], [-19.956, -14.045, 11.820], [-18.246, -15.290, 10.991], [-17.679, -16.581, 10.770], [-17.377, -14.250, 10.454], [-19.735, -16.042, 12.095], [-17.520, -16.717, 9.700], [-18.320, -17.408, 11.076], [-16.721, -16.723, 11.272], [-16.336, -14.441, 10.714], [-17.448, -14.209, 9.367], [-17.701, -13.284, 10.840]],
  "charge": 2,
  "multiplicity": 3,
  "homo_energy_ha": [-0.5179, -0.5181],
  "orbital_gap_ev": [8.40, 3.45],
  "s_squared": 2.07
}

{
  "formula": "C15H35N2O3",
  "method": "ωB97M-V/def2-TZVPD",
  "symbols": ["C", "O", "C", "C", "N", "C", "C", "C", "O", "C", "H", "H", "H", "H", "H", "H", "H", "H", "H", "H", "H", "H", "H", "H", "H", "C", "C", "N", "C", "C", "C", "C", "C", "O", "C", "H", "H", "H", "H", "H", "H", "H", "H", "H", "H", "H", "H", "H", "H", "H", "H", "H", "H", "H", "H"],
  "xyz": [[4.690, 2.374, 3.241], [5.528, 1.164, 3.398], [5.805, 0.527, 2.094], [4.692, -0.638, 1.682], [3.258, -0.222, 1.909], [2.773, 0.588, 0.918], [3.550, 1.083, -0.435], [1.186, 1.083, 1.096], [4.947, -1.759, 2.648], [4.628, -3.035, 1.990], [4.581, 2.721, 2.106], [5.002, 3.256, 3.950], [3.590, 2.043, 3.563], [6.005, 1.307, 1.245], [6.832, -0.066, 2.238], [4.901, -1.115, 0.616], [3.766, 0.137, -1.106], [2.786, 1.754, -1.060], [4.488, 1.763, -0.252], [1.049, 1.889, 1.934], [0.568, 0.086, 1.315], [0.836, 1.467, 0.047], [4.385, -3.905, 2.735], [5.534, -3.272, 1.261], [3.679, -2.856, 1.313], [-1.546, -1.837, -1.818], [-2.966, -1.352, -2.075], [-3.772, -1.013, -0.795], [-3.897, -2.308, 0.042], [-5.230, -0.650, -1.169], [-5.426, 0.630, -1.962], [-3.087, 0.040, 0.128], [-2.678, 1.380, -0.513], [-1.724, 1.193, -1.548], [-1.810, 2.158, -2.590], [-1.527, -2.791, -1.285], [-1.044, -2.002, -2.776], [-0.942, -1.126, -1.257], [-3.527, -2.137, -2.597], [-2.968, -0.477, -2.723], [-4.331, -3.089, -0.587], [-4.544, -2.102, 0.899], [-2.907, -2.603, 0.399], [-5.798, -0.586, -0.233], [-5.619, -1.493, -1.749], [-5.459, 1.500, -1.304], [-6.402, 0.603, -2.459], [-4.676, 0.787, -2.741], [-2.192, -0.448, 0.532], [-3.782, 0.219, 0.957], [-2.200, 1.993, 0.261], [-3.543, 1.943, -0.854], [-2.358, 3.061, -2.293], [-2.305, 1.697, -3.450], [-0.797, 2.438, -2.888]],
  "charge": 1,
  "homo_energy_ha": -0.4022,
  "orbital_gap_ev": 8.51
}